No. 1
A structure of composition C27H25N3O13P3Pd, computed with the ωB97M-V functional and the def2-TZVPD basis.

The geometry in XYZ format:
```
72
Properties=species:S:1:pos:R:3:forces:R:3
Pd 0.176029 -0.409374 0.491156 0.80 -0.14 -0.28
C -3.534111 1.388979 3.409307 0.05 -0.02 0.10
C -2.497607 0.397581 2.855089 -0.16 0.20 0.37
O -2.558565 -0.772755 3.680306 0.00 -0.14 -0.09
P -3.110629 -0.185801 1.249361 -0.21 0.11 -0.72
O -4.599918 -0.687403 1.580409 0.02 0.02 0.25
O -3.385059 1.184651 0.480734 -0.03 -0.07 0.15
O -2.396173 -1.206950 0.455901 0.05 0.10 0.17
P -0.781747 1.158539 3.010197 -0.03 -0.02 -0.13
O -1.070117 2.702212 3.409729 0.03 0.12 -0.01
O -0.162404 0.461278 4.157094 0.10 -0.03 0.10
O -0.119059 1.295588 1.651768 -0.21 -0.18 -0.12
H -4.532679 0.958338 3.367576 0.00 -0.02 0.01
H -3.518794 2.329286 2.864939 -0.02 -0.01 -0.03
H -3.282509 1.578624 4.452727 0.01 0.03 0.00
H -1.634032 -1.032195 3.841359 0.02 0.08 0.04
H -4.572969 -1.432427 2.201423 -0.04 -0.07 -0.06
H -3.376923 1.086291 -0.482720 0.03 -0.03 0.00
H -0.880422 2.793503 4.349890 -0.02 0.02 0.03
O 0.961222 -3.062819 0.800893 -0.08 0.11 0.08
C 0.179059 -2.799248 1.714561 -0.06 -0.07 -0.07
O -0.202975 -1.640604 2.081110 0.03 -0.10 0.18
C -0.517263 -3.916611 2.453369 -0.04 -0.02 -0.01
C -1.883033 -3.775238 2.667685 0.08 -0.13 0.10
C -2.571841 -4.798738 3.291079 0.12 0.04 -0.04
C -1.959063 -5.954868 3.740587 0.11 0.19 -0.11
C -0.597913 -6.051356 3.509078 -0.06 0.18 0.08
C 0.136031 -5.069022 2.857316 -0.15 -0.04 0.04
N 0.091281 -7.262395 3.969810 0.00 -0.55 -0.36
O -0.572022 -8.110503 4.538935 0.05 0.16 0.13
O 1.268612 -7.386410 3.697836 0.00 0.15 0.16
N -4.019985 -4.649563 3.483896 -0.28 0.05 0.00
O -4.623493 -5.576482 3.988634 0.05 0.02 0.01
O -4.541142 -3.611482 3.122674 0.04 -0.08 0.01
H -2.376719 -2.874961 2.337603 -0.03 0.01 0.00
H -2.513252 -6.734671 4.235495 0.02 -0.02 0.01
H 1.190766 -5.203872 2.669986 0.01 0.00 -0.01
N 0.782450 0.364405 -1.177449 -0.19 0.15 0.01
P 0.134328 1.420620 -2.109732 -0.09 -0.04 0.09
C 0.857899 1.268552 -3.771479 -0.11 0.07 0.01
C 1.994007 0.485168 -3.924126 0.08 -0.04 0.05
C 2.568806 0.329709 -5.177421 0.01 -0.01 -0.01
C 2.007658 0.952371 -6.282070 0.00 0.01 -0.04
C 0.865328 1.729346 -6.136379 -0.01 0.01 -0.02
C 0.290003 1.884876 -4.884508 0.03 -0.04 0.02
C -1.671673 1.251820 -2.408414 0.07 0.08 -0.01
C -2.184270 -0.042718 -2.408426 -0.01 -0.04 -0.01
C -3.544392 -0.260249 -2.583746 0.03 -0.04 -0.03
C -4.402945 0.815817 -2.763619 -0.03 0.00 -0.03
C -3.900327 2.111682 -2.762932 -0.04 0.00 -0.02
C -2.541509 2.327858 -2.582849 0.06 0.02 -0.03
C 0.276600 3.190937 -1.678449 0.04 -0.09 0.02
C 0.922338 4.136904 -2.466786 0.01 0.01 -0.06
C 1.033663 5.451694 -2.034234 0.01 0.05 0.01
C 0.507365 5.828633 -0.807508 0.01 0.00 -0.01
C -0.125920 4.885164 -0.008758 0.00 -0.02 -0.01
C -0.239760 3.573296 -0.440690 -0.04 0.04 0.06
H 2.402954 -0.003897 -3.048324 -0.02 0.01 0.01
H 3.453363 -0.284202 -5.291073 0.00 0.00 0.00
H 2.455651 0.826764 -7.260158 0.00 0.01 0.00
H 0.418667 2.208744 -6.998561 0.00 0.00 -0.01
H -0.608402 2.481493 -4.775207 -0.01 0.00 0.01
H -1.517844 -0.875886 -2.222437 0.00 0.01 0.00
H -3.932430 -1.269693 -2.547250 -0.01 0.00 0.01
H -5.465597 0.646379 -2.883013 0.00 0.00 0.00
H -4.568907 2.954871 -2.883450 0.00 -0.01 0.00
H -2.160198 3.341327 -2.552997 0.01 0.00 0.00
H 1.348181 3.856239 -3.421938 0.00 -0.02 0.01
H 1.539850 6.178712 -2.657560 0.00 0.01 0.01
H 0.600757 6.853049 -0.468385 0.00 0.01 0.00
H -0.521367 5.157202 0.961623 0.00 0.02 0.00
H -0.700182 2.838046 0.208906 0.01 -0.01 -0.03
```
Forces are in eV/Å.

For the HOMO energy, the calculation gives -5.2 eV. Its total charge is -1. The largest force on an atom is 0.9 eV/Å. As for the energy above the lowest of the compared OMol25 structures with the same formula, charge and spin: 0.000 eV. The value obtained for the HOMO-LUMO gap is 0.2383 hartree.

For each atom in turn, the Löwdin charge in e is: 0.9299 -0.0828 -0.5610 -0.0920 0.4846 -0.1191 -0.1035 -0.2876 0.3497 -0.1550 -0.2873 -0.4046 0.0755 0.0765 0.0872 0.0648 0.0575 0.0351 0.0727 0.0292 -0.6150 -0.1652 -0.0704 0.0877 -0.1041 0.0822 -0.1176 0.0901 -0.3531 0.0685 0.0799 -0.3370 0.0798 0.0820 0.0988 0.1275 0.1366 -0.3741 0.7411 -0.2880 -0.0766 -0.0859 -0.0997 -0.0925 -0.0951 -0.2840 -0.0990 -0.0856 -0.0939 -0.0914 -0.0921 -0.2820 -0.0839 -0.0963 -0.0964 -0.0689 -0.0793 0.0913 0.0993 0.0959 0.0974 0.1048 0.1020 0.1110 0.1028 0.1023 0.1054 0.0942 0.0957 0.0955 0.1046 0.0809

***

No. 2
A cluster of 2 separate species, C4H11NO in total at a distorted geometry, computed with the ωB97M-V functional and the def2-TZVPD basis.

The geometry in XYZ format:
```
17
Properties=species:S:1:pos:R:3:forces:R:3
C -1.624077 0.365892 -0.541271 -0.52 -1.86 -1.63
N -0.709672 0.241375 -1.752871 0.21 2.04 1.10
C 0.213906 1.399983 -1.824246 -0.05 0.35 -0.97
H -1.101363 0.249627 0.440267 -0.13 0.37 -1.03
H -2.332266 1.239581 -0.563550 0.79 -0.64 0.11
H -2.199108 -0.596557 -0.705628 0.03 1.20 0.82
H -1.264304 0.205434 -2.614307 0.11 0.03 0.63
H -0.152987 2.459632 -1.943092 -0.44 -1.03 0.18
H 0.976147 1.302358 -2.592407 -0.28 -0.40 -0.65
H 0.848928 1.415605 -0.978421 0.31 -0.06 1.47
C 0.274058 -1.718710 2.134481 2.66 -1.07 -0.36
C 1.383396 -0.922586 2.157527 -2.45 0.64 -0.35
O 2.292241 -0.973997 1.059307 -1.16 0.07 2.15
H -0.118969 -2.051980 3.114096 -0.63 0.77 -0.90
H 0.206637 -2.359627 1.210441 -0.20 0.32 1.30
H 1.243154 -0.021038 2.886306 1.66 -1.57 -1.09
H 2.064278 -0.234989 0.513367 0.10 0.84 -0.78
```
Forces are in eV/Å.

For the HOMO energy, the calculation gives -9.2 eV. Its SMILES is C=CO.CNC. The largest force on an atom is 2.9 eV/Å. As for the energy above the lowest of the compared OMol25 structures with the same formula, charge and spin: 3.463 eV. The value obtained for the HOMO-LUMO gap is 0.3711 hartree.

For each atom in turn, the natural (NBO) charge in e is: -0.4378 -0.6197 -0.4307 0.2081 0.1772 0.2036 0.3545 0.1686 0.1994 0.1756 -0.4846 0.1101 -0.7051 0.2185 0.2100 0.1764 0.4758

***

No. 3
The molecule C4H8N2 at a distorted geometry, computed with the ωB97M-V functional and the def2-TZVPD basis.

The geometry in XYZ format:
```
14
Properties=species:S:1:pos:R:3:forces:R:3
C -1.261273 -1.317749 0.026554 -0.12 -0.18 -0.21
N -0.475239 -0.375169 0.806603 0.10 -0.14 0.07
C 0.634535 0.145454 0.014788 0.11 0.01 -0.15
C 0.192443 1.280332 -0.913812 -0.03 0.04 -0.06
C 1.689360 0.615582 0.930803 0.72 0.23 0.60
N 2.512546 0.956007 1.667638 -0.76 -0.28 -0.70
H -1.861276 -0.777744 -0.713593 0.02 -0.14 0.14
H -1.939281 -1.872724 0.681651 0.10 0.15 -0.13
H -0.623699 -2.040395 -0.522003 -0.23 0.10 0.16
H -0.109009 -0.838154 1.631789 -0.04 0.06 -0.09
H 1.072512 -0.663660 -0.609705 0.04 0.29 0.23
H 1.050623 1.677909 -1.462531 -0.11 -0.03 0.08
H -0.533401 0.910920 -1.644298 0.10 0.03 0.14
H -0.270831 2.081747 -0.332348 0.09 -0.12 -0.07
```
Forces are in eV/Å.

For the HOMO energy, the calculation gives -9.7 eV. Its SMILES is CN[C@@H](C)C#N. The largest force on an atom is 1.1 eV/Å. As for the energy above the lowest of the compared OMol25 structures with the same formula, charge and spin: 0.587 eV. The value obtained for the HOMO-LUMO gap is 0.3894 hartree.

For each atom in turn, the natural (NBO) charge in e is: -0.4193 -0.6010 -0.1512 -0.6008 0.2789 -0.3141 0.1947 0.2131 0.1647 0.3687 0.2028 0.2223 0.2146 0.2267

***

No. 4
A cluster of 2 separate species, C24H12BF6N4O5 in total at a distorted geometry, computed with the ωB97M-V functional and the def2-TZVPD basis.

The geometry in XYZ format:
```
52
Properties=species:S:1:pos:R:3:forces:R:3
F -1.187753 -5.399494 2.149983 -0.23 -0.15 0.80
C -2.114243 -5.731896 3.110238 -0.57 -0.23 -0.17
C -2.392710 -7.093239 3.197212 -0.12 0.08 0.11
C -3.432861 -7.519465 4.021961 0.14 0.31 0.11
C -4.179728 -6.578804 4.740131 0.00 0.14 -0.05
C -3.865083 -5.232864 4.592751 0.02 -0.17 -0.45
F -4.744081 -4.327434 5.142764 0.73 -0.56 0.07
C -2.822635 -4.738567 3.793279 0.17 -0.42 -0.08
B -2.576349 -3.153066 3.637637 0.15 0.37 0.33
C -1.491331 -2.726418 2.513318 0.22 -0.05 0.04
C -0.238687 -2.173858 2.779362 -0.30 -0.02 -0.75
F 0.132439 -1.967277 4.091151 0.00 -0.07 -0.69
C 0.667136 -1.817253 1.772938 -0.04 -0.06 0.42
C 0.313454 -2.015252 0.435044 -0.13 0.04 0.23
C -0.938393 -2.536797 0.113426 -0.11 0.01 0.38
C -1.788361 -2.872397 1.157267 0.33 -0.11 -0.27
F -2.968684 -3.463705 0.788516 0.73 0.40 0.23
C -3.937936 -2.396710 3.211677 -0.10 0.15 -0.10
C -4.061165 -1.013425 3.367562 -0.46 -0.21 -0.54
F -2.930394 -0.289703 3.688089 -0.84 -0.42 0.33
C -5.236637 -0.307441 3.098182 0.43 0.01 -0.04
C -6.305897 -0.993518 2.512936 0.18 -0.10 0.18
C -6.186737 -2.350575 2.212069 0.23 0.06 0.16
C -5.016432 -3.009444 2.570340 -0.31 0.37 -0.33
F -4.940478 -4.313294 2.148228 -0.17 0.64 0.60
H -2.209441 -2.724024 4.743615 -0.20 -0.13 -0.40
H -1.818136 -7.776891 2.575400 -0.15 0.06 0.18
H -3.680758 -8.576094 4.088156 0.06 0.17 0.01
H -5.030919 -6.859904 5.365538 0.30 0.05 -0.25
H 1.632318 -1.400615 2.063955 -0.22 -0.11 -0.17
H 1.007785 -1.766758 -0.362966 -0.04 0.04 0.18
H -1.287496 -2.704897 -0.902207 0.25 0.05 0.12
H -5.263818 0.763704 3.310872 -0.09 -0.33 -0.16
H -7.225773 -0.468406 2.268894 0.16 -0.02 0.05
H -6.955604 -2.921097 1.694523 0.06 0.24 0.13
O 3.512525 0.840748 7.942175 -2.40 0.31 -0.38
N 2.357406 1.275302 7.776618 1.54 2.00 0.32
O 2.083888 2.496411 7.772775 0.41 -2.02 0.03
C 1.247738 0.372378 7.564329 -1.38 -0.67 -0.35
C -0.042777 0.863463 7.396763 2.11 -0.17 0.41
C -1.117109 -0.019734 7.154900 0.85 -2.58 -0.16
N -2.431699 0.542629 7.396834 -2.91 0.87 0.05
O -2.507481 1.778665 7.584304 0.30 -2.22 -0.39
O -3.418048 -0.215856 7.471877 2.24 1.20 -0.30
C -0.924241 -1.405050 6.911944 -1.32 1.65 0.52
C 0.330998 -1.937833 7.295759 1.63 -1.34 0.78
N 0.655185 -3.209122 7.672308 1.43 2.35 0.43
O 1.948899 -3.038838 8.297045 -2.05 0.87 -1.70
N 2.399117 -1.754120 8.249481 -1.97 -0.20 -1.09
C 1.414277 -1.066500 7.619905 1.51 -0.20 1.54
H -0.222976 1.927547 7.511439 0.02 -0.24 -0.16
H -1.713630 -2.075859 6.573584 -0.08 0.32 0.23
```
Forces are in eV/Å.

For the HOMO energy, the calculation gives -5.7 eV. Its total charge is -1. The largest force on an atom is 3.0 eV/Å. As for the energy above the lowest of the compared OMol25 structures with the same formula, charge and spin: 0.530 eV. The value obtained for the HOMO-LUMO gap is 0.1959 hartree.

For each atom in turn, the natural (NBO) charge in e is: -0.3466 0.4113 -0.3035 -0.2124 -0.3080 0.4228 -0.3453 -0.2779 0.0147 -0.2719 0.4131 -0.3603 -0.3102 -0.2110 -0.3026 0.4298 -0.3422 -0.2802 0.4171 -0.3514 -0.3116 -0.2132 -0.3053 0.4280 -0.3439 -0.0328 0.2155 0.2035 0.2162 0.2141 0.2044 0.2175 0.2162 0.2033 0.2158 -0.3456 0.5022 -0.3872 0.0218 -0.1190 0.0134 0.4994 -0.3832 -0.3341 -0.0585 0.1170 -0.0351 -0.1248 -0.0126 0.0437 0.2927 0.2971

***

No. 5
A cluster of 6 separate species, C10H14BBr4NO14 in total at a distorted geometry, computed with the ωB97M-V functional and the def2-TZVPD basis.

The geometry in XYZ format:
```
44
Properties=species:S:1:pos:R:3:forces:R:3
N -11.972649 15.037687 19.425864 -0.64 -0.93 1.03
H -11.335147 14.320150 19.890035 -0.26 0.39 -0.43
H -11.501503 15.808835 18.972031 0.14 -0.13 -0.10
H -12.668999 15.372296 20.124497 0.23 -0.19 0.60
H -12.605150 14.491107 18.837698 0.48 -0.11 -0.50
O -9.947161 19.603203 22.670139 -0.31 -0.47 -0.17
C -10.224754 18.443504 22.832556 0.74 0.32 0.25
O -9.928049 17.737308 23.918319 -0.12 0.29 -0.19
B -10.374225 16.359200 23.757431 0.24 -0.91 0.04
O -11.127603 16.345116 22.472119 0.30 0.09 -0.13
C -10.951696 17.487152 21.847067 -0.89 0.14 0.69
O -11.412353 17.780491 20.778819 0.27 0.08 -0.47
O -9.226154 15.410156 23.630143 -0.32 0.38 -0.10
C -9.394952 14.401375 24.463063 0.14 0.09 0.32
O -8.619345 13.515889 24.664028 0.14 -0.42 0.00
C -10.709668 14.637477 25.242374 -0.02 0.40 -0.36
O -11.135458 15.850209 24.891925 -0.34 0.20 -0.15
O -11.227682 13.909157 26.028017 0.05 -0.15 0.28
O -14.750080 15.835990 22.788949 0.46 -0.36 -1.01
C -14.678859 14.560086 22.208758 -0.24 -1.81 -0.22
O -15.257904 13.617352 22.753544 -0.05 0.89 0.22
O -13.999631 14.491168 21.130093 0.06 1.06 0.10
H -14.203012 16.255907 22.101098 -0.15 0.60 0.60
O -9.545934 11.350012 18.431559 -0.26 -0.33 -0.59
C -10.571819 12.050491 19.027709 -1.15 1.12 1.28
O -11.708563 11.983223 18.483996 0.87 -0.13 -0.37
O -10.269968 12.700081 20.053445 0.15 0.05 -0.54
H -10.034844 10.977786 17.681235 0.40 -0.21 0.05
Br -10.960491 14.895468 14.100325 -0.16 -0.19 -0.21
C -11.848177 13.167062 14.267412 -0.11 -0.39 0.68
C -12.222853 12.903924 15.703853 0.25 0.15 0.63
Br -13.710430 14.000738 16.352969 0.30 -0.22 -0.27
H -11.122136 12.396831 14.013050 0.09 0.17 -0.30
H -12.707943 13.118756 13.608440 0.08 0.22 -0.18
H -11.380605 13.079164 16.370462 -0.14 0.33 0.04
H -12.469130 11.870355 15.940218 -0.35 0.01 -0.40
Br -6.186226 14.904635 22.758704 0.43 0.23 -0.28
C -6.576681 15.298543 20.896911 -0.77 -0.12 -0.41
C -7.908786 14.646544 20.584109 0.12 0.20 -0.83
Br -8.263447 15.050513 18.666201 0.07 -0.11 0.14
H -5.805011 14.903868 20.241731 0.15 -0.19 0.29
H -6.661259 16.361375 20.681739 0.20 0.13 0.56
H -8.767179 15.089518 21.071024 0.13 -0.13 0.38
H -7.902052 13.567011 20.668017 -0.21 -0.02 0.01
```
Forces are in eV/Å.

For the HOMO energy, the calculation gives -2.9 eV. Its total charge is -2. The largest force on an atom is 2.1 eV/Å. As for the energy above the lowest of the compared OMol25 structures with the same formula, charge and spin: 0.000 eV. The value obtained for the HOMO-LUMO gap is 0.2407 hartree.

For each atom in turn, the natural (NBO) charge in e is: -0.9314 0.4894 0.4202 0.4820 0.4487 -0.5703 0.6824 -0.6509 1.1620 -0.6371 0.6833 -0.5965 -0.6716 0.6861 -0.5665 0.6874 -0.6584 -0.5446 -0.7485 0.9517 -0.7469 -0.8863 0.4707 -0.7357 0.9480 -0.8347 -0.7915 0.4666 -0.0242 -0.4441 -0.4577 -0.0248 0.2213 0.2177 0.2576 0.2511 0.0141 -0.4647 -0.3865 -0.0945 0.2130 0.2187 0.2400 0.2552

***

No. 6
A cluster of 2 separate species, C3H7NO3 in total, computed with the ωB97M-V functional and the def2-TZVPD basis.

The geometry in XYZ format:
```
14
Properties=species:S:1:pos:R:3:forces:R:3
O 1.152634 -1.476270 2.763378 0.05 0.05 0.03
C 0.462680 -1.098743 1.855077 0.07 -0.08 0.09
O 0.796985 -1.275287 0.562172 0.00 0.25 -0.05
C -0.849428 -0.387353 2.000317 -0.14 0.30 -0.23
H 1.696290 -1.633399 0.530720 -0.04 -0.13 0.01
H -1.322281 -0.262263 1.028439 -0.15 -0.20 0.08
H -0.693497 0.617166 2.396916 0.21 -0.09 0.13
H -1.486282 -0.917545 2.703382 -0.02 -0.06 -0.06
C 0.124778 0.590612 -2.748189 0.17 -0.20 0.00
N 0.006125 1.630215 -1.886419 -0.35 0.27 0.10
O 0.995894 -0.243580 -2.707769 0.13 -0.01 -0.02
H -0.650724 0.582913 -3.531952 -0.08 0.06 0.06
H 0.615168 1.711507 -1.087495 0.03 -0.19 -0.10
H -0.848340 2.162033 -1.878572 0.13 0.03 -0.04
```
Forces are in eV/Å.

For the HOMO energy, the calculation gives -10.1 eV. Its SMILES is CC(=O)O.NC=O. The largest force on an atom is 0.4 eV/Å. As for the energy above the lowest of the compared OMol25 structures with the same formula, charge and spin: 0.623 eV. The value obtained for the HOMO-LUMO gap is 0.3958 hartree.

For each atom in turn, the natural (NBO) charge in e is: -0.5930 0.7882 -0.6800 -0.7297 0.4990 0.2295 0.2402 0.2447 0.5249 -0.8243 -0.5941 0.1032 0.4015 0.3899